DFT (ωB97M-V/def2-TZVPD) results for a 3-piece molecular cluster, C21H40ClN3O10PS overall at a distorted geometry.

XYZ file:
```
77
Properties=species:S:1:pos:R:3:mulliken_charge:R:1
C 3.5005 -4.8016 0.5590 -0.8399
N 3.8519 -3.9104 -0.5597 -0.0029
C 3.1326 -2.7210 -0.6136 -0.4980
N 1.7360 -2.6182 -0.6222 0.5265
Cl 1.1508 -2.4434 1.0010 0.0175
C 0.9655 -3.6244 -1.3951 -0.7876
C -0.1528 -2.9393 -2.1753 -0.9204
C -1.0227 -2.0283 -1.3165 0.9362
C -2.3113 -1.5500 -1.9633 -0.7676
C -3.0021 -0.5444 -1.0513 -0.2441
O -3.8735 -1.1863 -0.1019 -0.4358
C -3.4849 -1.1337 1.1901 0.9108
C -3.3722 -2.4608 1.8719 -1.1125
O -3.2665 -0.0858 1.7663 -0.5763
N 3.7992 -1.5985 -0.6464 0.4414
C 3.1341 -0.2865 -0.7618 -2.3515
C 2.6916 0.3147 0.5955 1.4547
C 3.5458 1.5633 0.9536 -1.8253
C 1.2042 0.7169 0.5338 0.1366
P 5.5820 -1.5834 -0.4396 0.7144
O 6.0157 -0.1614 -0.9684 -0.5044
O 6.2087 -2.5477 -1.5135 -0.5014
S 5.9966 -1.9414 1.3808 -0.3001
H 4.3061 -5.5098 0.7228 0.3686
H 2.5553 -5.3288 0.4190 0.2617
H 3.4055 -4.2019 1.4614 0.3319
H 3.8588 -4.3992 -1.4471 0.3316
H 0.5961 -4.4093 -0.7358 0.3377
H 1.6471 -4.0598 -2.1295 0.4408
H -0.7535 -3.7314 -2.6306 0.4125
H 0.2818 -2.3537 -2.9883 0.2861
H -1.2514 -2.5469 -0.3805 -0.0301
H -0.4279 -1.1558 -1.0422 -0.8877
H -2.0882 -1.0420 -2.9032 0.2975
H -2.9668 -2.3995 -2.1616 0.4181
H -2.2220 -0.0060 -0.5093 0.2223
H -3.5174 0.2189 -1.6247 0.3346
H -3.5013 -2.3152 2.9414 0.3817
H -4.1208 -3.1656 1.5178 0.3620
H -2.3777 -2.8737 1.7014 0.1510
H 2.2647 -0.3764 -1.4099 0.3019
H 3.8076 0.4074 -1.2518 1.1285
H 2.8648 -0.3935 1.4034 0.5283
H 2.9223 2.2861 1.4754 0.4024
H 4.3303 1.2889 1.6629 0.3650
H 3.9891 2.0174 0.0663 0.4171
H 0.6637 0.1190 -0.1982 -1.2978
H 0.7193 0.5372 1.4921 0.2362
H 1.1219 1.7652 0.2602 0.6161
H 5.7237 0.5415 -0.3658 0.3851
H 5.7248 -2.6090 -2.3478 0.3764
C -3.2294 1.6971 5.1646 -1.4183
C -2.4925 2.6665 4.2792 0.4328
C -2.5797 2.3881 2.7947 -0.1457
O -1.3515 2.9686 2.3130 -0.2990
C -0.4587 2.9326 3.3291 0.6343
O 0.7034 3.1641 3.2145 -0.5661
O -1.0645 2.5876 4.4841 -0.3873
H -4.3052 1.8208 5.0463 0.3714
H -2.9635 0.6686 4.9179 0.2744
H -2.9715 1.8643 6.2095 0.3946
H -2.7963 3.6934 4.5009 0.2958
H -3.4333 2.8563 2.3115 0.3178
H -2.5726 1.3210 2.5673 0.2111
C -2.2780 5.5162 -3.4085 -1.4816
C -2.3255 4.0118 -3.4131 0.4907
C -3.2360 3.3794 -2.3831 -0.6104
O -2.6005 2.1039 -2.1717 -0.1396
C -1.2838 2.2563 -2.4471 0.4795
O -0.4559 1.4330 -2.2002 -0.4417
O -1.0503 3.4420 -3.0294 -0.3794
H -3.2222 5.9241 -3.7675 0.3873
H -2.0870 5.8962 -2.4044 0.3511
H -1.4766 5.8737 -4.0529 0.3631
H -2.5592 3.6399 -4.4141 0.2765
H -4.2574 3.2408 -2.7265 0.3619
H -3.2376 3.9213 -1.4356 0.2770
```

HOMO: -12.36 eV
Net charge: +1
Frontier orbital gap: 8.1 eV
Molecular weight: 593.06 g mol⁻¹
Total energy: -2940.422081 hartree